# C19H42BF6NO19P4

A cluster of 5 separate species, C19H42BF6NO19P4 in total (the ωB97M-V functional and the def2-TZVPD basis, the Open Molecules 2025 dataset).

## Properties
HOMO level = -0.350 Eh
LUMO energy = -2.9 eV

ORCA input file:
```
! RIJCOSX wB97M-V def2-TZVPD def2/J DEFGRID3
* xyz 0 1
H 0.09764 -0.72008 0.51282
N 0.57100 -0.40938 -0.37258
C 1.15167 0.79878 -0.04318
C 2.03285 1.74605 -1.06968
B 1.65626 3.34252 -0.89221
C 0.18046 4.02744 -1.13532
O 0.06302 4.85800 -2.20730
C -1.14918 3.80999 -0.16251
F -0.88915 2.96581 1.02669
F -1.49766 5.19080 0.34033
C -2.35316 3.28361 -1.14227
F -1.74058 2.42353 -2.20772
F -2.89351 4.49380 -1.86572
C -3.62545 2.59163 -0.37444
F -3.82700 3.05927 1.03126
F -4.85775 3.05101 -1.12000
C -3.64004 0.94844 -0.39780
O -3.81851 0.31591 0.79347
O -3.51190 0.09407 -1.59438
H 0.99378 1.19687 1.06863
H 1.85360 1.32206 -2.15578
H 3.17981 1.60828 -0.78971
H 2.54121 4.09184 -0.59044
H -3.79056 0.63201 -2.41424
C -2.36612 -3.80114 1.74449
O -0.96914 -4.00968 1.68356
P -0.14949 -3.52789 3.12883
O 1.13490 -3.29732 2.32792
O -0.18992 -5.08554 3.67159
C 0.33155 -6.11428 2.84888
O 0.67014 -3.04612 4.57423
C -0.13575 -3.05413 5.73699
H -2.81451 -4.13386 0.80534
H -2.79673 -4.37151 2.57111
H -2.57345 -2.73610 1.88060
H 1.07428 -5.74708 2.13716
H -0.49049 -6.58801 2.30487
H 0.80481 -6.86669 3.48793
H -0.39960 -4.07893 6.00918
H -1.04268 -2.46823 5.56779
H 0.43050 -2.60845 6.55818
C 0.09424 3.26859 -5.10614
O 1.06475 2.25761 -5.29263
P 0.52969 0.99168 -6.34330
O 1.49248 0.01489 -5.66271
O 1.28993 1.72281 -7.61216
C 2.66592 2.04048 -7.49903
O -0.00543 -0.27425 -7.39409
C -1.01329 0.10919 -8.30991
H 0.50343 4.03313 -4.44145
H -0.16337 3.72531 -6.06482
H -0.80060 2.83928 -4.64704
H 3.18414 1.41049 -6.77266
H 2.76766 3.08991 -7.20842
H 3.13781 1.90329 -8.47728
H -0.60921 0.80335 -9.05071
H -1.84544 0.57588 -7.77684
H -1.37440 -0.78317 -8.82656
C 2.70578 8.38736 -0.40082
O 3.60348 7.31380 -0.19996
P 5.15426 7.58545 -0.91694
O 5.37128 6.07396 -1.02905
O 5.73157 8.12034 0.53327
C 5.59376 7.29371 1.67553
O 6.70513 7.85722 -1.63392
C 7.04252 9.22048 -1.80480
H 1.75584 8.14918 0.08358
H 3.11151 9.30432 0.03346
H 2.53423 8.52799 -1.47162
H 5.50431 6.23555 1.41995
H 4.71079 7.60765 2.23938
H 6.47617 7.42458 2.31011
H 7.20358 9.69640 -0.83450
H 6.24656 9.73798 -2.34617
H 7.96752 9.28214 -2.38291
C -2.89053 -10.27984 3.04333
O -3.16805 -8.89565 3.11906
P -4.46965 -8.52454 4.19650
O -4.75963 -7.24291 3.41061
O -3.38462 -8.20271 5.39719
C -2.35055 -7.26473 5.15643
O -5.77128 -8.15347 5.27407
C -5.98598 -9.11535 6.28906
H -2.05712 -10.43611 2.35430
H -2.61941 -10.66448 4.02953
H -3.76889 -10.81102 2.66629
H -2.60762 -6.54783 4.37348
H -1.44025 -7.80107 4.87392
H -2.15622 -6.71355 6.08213
H -5.15463 -9.11134 6.99812
H -6.09349 -10.10882 5.84646
H -6.90379 -8.86045 6.82411
*
```

For reference, the Löwdin charges in units of e are: 0.0294, 0.0596, -0.2085, -0.1193, 0.0121, -0.0772, -0.0038, -0.1259, 0.0222, 0.0093, -0.0864, 0.0233, 0.0245, -0.0937, 0.0409, 0.0028, -0.1606, 0.0227, 0.0421, 0.1205, 0.1296, 0.1226, 0.0835, 0.1452, -0.1460, -0.2649, 0.7523, -0.2797, -0.2984, -0.1142, -0.2423, -0.1589, 0.0950, 0.0777, 0.0750, 0.0888, 0.0874, 0.0909, 0.0743, 0.0792, 0.0890, -0.1558, -0.2729, 0.7541, -0.2730, -0.2898, -0.1123, -0.2409, -0.1619, 0.0733, 0.0845, 0.0685, 0.0882, 0.0859, 0.0924, 0.0799, 0.0762, 0.0890, -0.1593, -0.2797, 0.7543, -0.2802, -0.2890, -0.1122, -0.2391, -0.1598, 0.0897, 0.0813, 0.0802, 0.0868, 0.0858, 0.0934, 0.0804, 0.0777, 0.0899, -0.1616, -0.2719, 0.7545, -0.2791, -0.2859, -0.1125, -0.2402, -0.1602, 0.0902, 0.0817, 0.0790, 0.0732, 0.0849, 0.0945, 0.0804, 0.0776, 0.0896

# C4H4N2

A cluster of 2 separate species, C4H4N2 in total (the ωB97M-V functional and the def2-TZVPD basis, the Open Molecules 2025 dataset).

## Properties
HOMO level (alpha / beta) = -0.264 / -0.269 Eh
LUMO energy (alpha / beta) = 0.4 / 0.6 eV

ORCA input file:
```
! RIJCOSX wB97M-V def2-TZVPD def2/J DEFGRID3
* xyz 0 1
C 0.19248 1.33704 -1.15712
C 0.88233 -1.44423 0.82717
C -0.74720 1.26991 -0.15652
C -0.45770 -1.17908 0.58521
N 0.59195 1.97776 -0.05287
N 0.54826 -1.72812 -0.37418
H 0.40478 1.03194 -2.13934
H 1.75512 -1.30012 1.28934
H -1.75269 1.37519 0.18993
H -1.41733 -1.34031 0.98838
*
```

For reference, the Löwdin charges in units of e are: -0.1447, -0.1366, -0.1168, -0.1042, 0.1065, 0.1169, 0.0908, 0.0673, 0.0668, 0.0541